(1)
Density functional theory data (wB97M-V/def2-TZVPD) for the molecule C3H4N2O3S.

Summary:
HOMO-LUMO gap = 10.124 eV
SMILES = O=S(=O)(O)n1ccnc1
ΔE to the lowest compared entry with this formula, charge and spin = 59.68 kJ/mol
electronic energy = -850.1201 a.u.
E_LUMO = 0.32 eV
HOMO energy = -9.81 eV

Atoms and positions in Å:
O1 -0.38619 1.54340 -1.41241
S1 -0.25852 0.14698 -1.14710
O2 0.54555 -0.77066 -1.91140
O3 -1.75361 -0.44136 -1.08079
N1 0.24943 0.00690 0.44257
C1 0.90773 -1.08049 1.01794
C2 1.00568 -0.76880 2.32627
N2 0.45120 0.47518 2.59827
C3 0.00328 0.91518 1.46519
H1 -1.71902 -1.36286 -1.30245
H2 1.22530 -1.93813 0.40629
H3 1.49184 -1.35175 3.10084
H4 -0.51223 1.88025 1.24346



(2)
Density functional theory data (wB97M-V/def2-TZVPD) for the ion C8H12Br2NO3 with charge +1.

Summary:
HOMO-LUMO gap = 9.893 eV
total charge = +1
SMILES = CCOC(=O)[C@@]1(Br)C[NH2+]C[C@@H](Br)C1=O
electronic energy = -5740.2125 a.u.
E_LUMO = -3.76 eV
HOMO energy = -13.65 eV

Atoms and positions in Å:
C1 -2.13441 -3.25485 -1.63924
C2 -1.32210 -2.01651 -2.08548
O1 -0.72895 -1.31758 -0.92739
C3 0.08622 -0.28495 -1.01171
O2 0.68038 0.15287 -1.91793
C4 0.17079 0.29498 0.42118
Br1 0.15089 -1.19547 1.67899
C5 1.72475 1.17190 0.36641
N1 1.97292 1.82143 1.67017
C6 0.74761 2.62593 2.14274
C7 -0.62710 1.87460 2.07382
Br2 -1.99085 3.33706 2.65476
C8 -0.94672 1.29161 0.67760
O3 -1.81500 1.67123 -0.02487
H1 -1.56493 -4.26726 -1.50233
H2 -2.70002 -3.05726 -0.64241
H3 -2.88844 -3.41495 -2.33577
H4 -1.88098 -1.35312 -2.68792
H5 -0.37484 -2.23788 -2.59695
H6 2.32120 0.35237 0.13788
H7 1.62973 1.96232 -0.51351
H8 2.76047 2.50660 1.65636
H9 2.30866 1.02392 2.28031
H10 0.53596 3.54153 1.57714
H11 0.83765 2.88816 3.21607
H12 -0.67825 1.06187 2.74585



(3)
Density functional theory data (wB97M-V/def2-TZVPD) for the ion C7H13N2O2 with charge +1.

Summary:
HOMO-LUMO gap = 9.701 eV
total charge = +1
SMILES = CN/C=[N+](C)\C(C=O)=C(\C)O
ΔE to the lowest compared entry with this formula, charge and spin = 188.05 kJ/mol
electronic energy = -534.2118 a.u.
E_LUMO = -3.84 eV
HOMO energy = -13.54 eV

Atoms and positions in Å:
C1 -3.11529 0.35706 -1.28360
N1 -1.71566 -0.08526 -1.01321
C2 -1.33943 -0.69282 0.15451
N2 -0.04577 -0.81589 0.52417
C3 0.12680 -1.72758 1.64314
C4 0.86538 0.30452 0.48015
C5 0.19089 1.42193 1.06558
O1 -0.98463 1.42935 1.22378
C6 1.95555 0.15666 -0.38164
C7 3.05372 1.18023 -0.52145
O2 2.09377 -0.93895 -1.16939
H1 -3.79089 -0.49501 -1.23630
H2 -3.54878 0.98593 -0.45271
H3 -3.00299 0.80528 -2.20955
H4 -1.05084 0.53150 -1.49676
H5 -2.01797 -1.40261 0.66812
H6 -0.49778 -1.59642 2.41471
H7 -0.32324 -2.69292 1.39448
H8 1.14291 -1.83861 1.99722
H9 0.76709 2.33419 1.33017
H10 3.99141 0.62884 -0.71084
H11 3.08532 1.73847 0.35537
H12 2.90186 1.79400 -1.43572
H13 1.25854 -1.38192 -1.34023